Record 1
This record from the Open Molecules 2025 dataset describes a cluster of 2 separate species, C5H10N2O in total in a non-equilibrium geometry. The level of theory is ωB97M-V/def2-TZVPD.

```
18
Properties=species:S:1:pos:R:3
C 1.238 0.286 -0.349
C 0.413 -0.543 -1.287
C -0.907 -0.225 -1.481
N -1.299 -1.090 -2.477
C -0.259 -1.907 -2.763
N 0.807 -1.646 -1.997
H 2.294 0.053 -0.570
H 0.982 0.440 0.719
H 1.338 1.392 -0.528
H -1.526 0.617 -1.223
H -2.219 -1.281 -2.840
H -0.218 -2.661 -3.512
C -0.015 1.378 2.974
O -0.213 0.296 3.817
H -0.846 1.997 2.661
H 0.797 2.055 3.347
H 0.531 1.122 2.011
H -0.898 -0.285 3.498
```

Total charge = 0
Spin multiplicity = 1
LUMO = 0.739 eV
Orbital gap = 0.34274 Ha

Record 2
This record from the Open Molecules 2025 dataset describes the molecule C4H8O2. The level of theory is ωB97M-V/def2-TZVPD.

```
14
Properties=species:S:1:pos:R:3
C -1.147 -1.022 0.300
C -0.244 0.197 0.150
C -0.852 1.234 -0.770
O -2.004 1.227 -1.137
C 1.175 -0.157 -0.329
O 2.134 0.787 0.127
H -2.147 -0.727 0.628
H -0.733 -1.719 1.036
H -1.258 -1.549 -0.653
H -0.125 0.692 1.127
H -0.153 2.026 -1.114
H 1.419 -1.173 0.006
H 1.209 -0.170 -1.428
H 2.755 0.337 0.711
```

Total charge = 0
Spin multiplicity = 1
LUMO = 0.707 eV
Orbital gap = 0.38501 Ha

Record 3
This record from the Open Molecules 2025 dataset describes the molecule C4H5NO. The level of theory is ωB97M-V/def2-TZVPD.

```
11
Properties=species:S:1:pos:R:3
H 2.256 0.151 -1.063
N 1.907 0.949 -0.525
C 0.766 0.539 -0.181
C 0.023 -0.769 -0.450
C -1.179 -0.234 0.353
C -0.419 1.075 0.629
O -0.670 2.077 1.235
H -0.166 -0.960 -1.512
H 0.519 -1.648 -0.026
H -1.403 -0.791 1.264
H -2.084 -0.077 -0.236
```

Total charge = 0
Spin multiplicity = 1
LUMO = -0.306 eV
Orbital gap = 0.35135 Ha

Record 4
This record from the Open Molecules 2025 dataset describes the molecule C5H9NO. The level of theory is ωB97M-V/def2-TZVPD.

```
16
Properties=species:S:1:pos:R:3
C 0.967 -0.380 1.171
C 1.138 0.889 -0.790
C 0.068 0.127 -1.453
N -0.877 0.422 -0.414
C -1.684 -0.649 0.121
C 0.489 1.066 0.496
O 0.485 1.981 1.322
H 0.224 -0.527 1.964
H 1.941 -0.196 1.628
H 0.994 -1.243 0.509
H 1.933 1.469 -1.250
H -0.148 0.711 -2.371
H 0.261 -0.917 -1.749
H -1.204 -1.641 0.153
H -1.987 -0.371 1.133
H -2.602 -0.741 -0.471
```

Total charge = 0
Spin multiplicity = 1
LUMO (alpha / beta) = -1.464 / -1.110 eV
Orbital gap (alpha / beta) = 0.26173 / 0.27621 Ha

Record 5
This record from the Open Molecules 2025 dataset describes the ion C6H8N with charge +1 in a non-equilibrium geometry. The level of theory is ωB97M-V/def2-TZVPD.

```
15
Properties=species:S:1:pos:R:3
C -1.857 1.530 1.414
C -1.016 2.016 0.506
C -1.068 0.565 0.666
C -0.771 -0.921 0.430
N 0.350 -1.248 -0.292
C 0.935 -0.533 -1.408
C 1.680 -0.545 -0.174
H -2.843 1.497 1.864
H -0.603 2.777 -0.002
H -1.268 -1.484 1.106
H 0.406 -2.263 -0.214
H 0.515 0.412 -1.725
H 1.209 -1.222 -2.233
H 2.729 -0.969 -0.277
H 1.602 0.387 0.339
```

Total charge = +1
Spin multiplicity = 1
LUMO (alpha / beta) = -3.278 / -3.278 eV
Orbital gap (alpha / beta) = 0.33413 / 0.33411 Ha

Record 6
This record from the Open Molecules 2025 dataset describes a cluster of 2 separate species, C3H9N3O in total in a non-equilibrium geometry. The level of theory is ωB97M-V/def2-TZVPD.

```
16
Properties=species:S:1:pos:R:3
C -1.628 0.537 2.287
C -0.880 0.610 1.006
N 0.252 1.255 0.952
O 0.850 1.395 -0.168
H -1.113 -0.370 2.757
H -2.668 0.296 2.090
H -1.408 1.288 2.903
H -1.317 0.145 0.204
H 0.724 1.563 1.792
H 0.340 -1.532 -0.430
N 0.346 -1.974 -1.341
C 0.883 -1.449 -2.338
N 1.696 -0.296 -2.218
H 0.757 -1.978 -3.397
H 1.459 0.468 -2.848
H 1.708 0.044 -1.249
```

Total charge = 0
Spin multiplicity = 1
LUMO = 0.581 eV
Orbital gap = 0.34248 Ha

For reference, energy above the lowest of the compared OMol25 structures with the same formula, charge and spin by record: 1.991, 1.250, 1.486, 5.814, 6.819, 4.265 eV.